No. 1
This record from the Open Molecules 2025 dataset describes a molecular structure, C5H9NO in a non-equilibrium geometry. The level of theory is ωB97M-V with the def2-TZVPD basis set.

CARTESIAN COORDINATES (ANGSTROEM)
O1 2.02254 -1.25627 -0.04853
N1 -0.31175 0.69055 0.37788
C1 -1.83135 -0.58591 -0.21902
C2 -0.81855 0.28463 -0.91531
C3 2.01695 -0.09632 -0.28193
C4 -0.82715 -0.56169 0.95399
C5 1.14045 0.94918 0.45315
H1 -1.12609 1.06979 -1.60985
H2 1.39128 1.89802 -0.04419
H3 -2.68632 -0.00962 0.14280
H4 1.49943 1.02142 1.50739
H5 -2.10045 -1.54874 -0.65282
H6 -0.10397 -0.35845 -1.50376
H7 2.79972 0.32134 -1.00315
H8 0.05797 -1.25199 0.82264
H9 -1.12269 -0.56594 2.02073

Results
E_HOMO ... -8.469 eV
Spin multiplicity ... 1
ΔE to the lowest compared entry with this formula, charge and spin ... 64.64 kcal/mol
Lowest unoccupied orbital energy ... 0.96 eV
HOMO-LUMO gap ... 9.426 eV
Net charge ... 0

Charges in e, computed with natural (NBO), in the same order as the atoms: -0.51, -0.42, -0.41, -0.22, 0.43, -0.23, -0.33, 0.19, 0.20, 0.21, 0.23, 0.21, 0.16, 0.10, 0.20, 0.19



No. 2
This record from the Open Molecules 2025 dataset describes C5H9NO in the gas phase in a non-equilibrium geometry. The level of theory is ωB97M-V with the def2-TZVPD basis set.

CARTESIAN COORDINATES (ANGSTROEM)
O1 -0.06808 -1.28636 -1.07707
N1 -2.40283 1.46028 1.70119
C1 2.10885 -0.19229 0.19765
C2 -1.84693 -0.05428 -0.33796
C3 -0.28980 0.05793 -0.70166
C4 -2.23773 0.80885 0.76144
C5 0.75330 0.52301 0.37503
H1 -2.45887 0.09268 -1.23560
H2 -0.09258 -1.75764 -0.23376
H3 2.80039 0.06712 1.00793
H4 0.36871 0.33124 1.38207
H5 1.99670 -1.27949 0.20696
H6 -2.12300 -1.08917 -0.03069
H7 0.94254 1.60821 0.34114
H8 -0.05187 0.64455 -1.60878
H9 2.60122 0.06537 -0.74789

Results
E_HOMO ... -10.645 eV
Spin multiplicity ... 1
ΔE to the lowest compared entry with this formula, charge and spin ... 37.70 kcal/mol
Lowest unoccupied orbital energy ... 0.74 eV
SMILES ... CC[C@@H](O)CC#N
HOMO-LUMO gap ... 11.389 eV
Net charge ... 0

Charges in e, computed with natural (NBO), in the same order as the atoms: -0.70, -0.33, -0.60, -0.54, 0.12, 0.28, -0.44, 0.26, 0.45, 0.21, 0.21, 0.20, 0.25, 0.22, 0.19, 0.21



No. 3
This record from the Open Molecules 2025 dataset describes C5H9NO in the gas phase. The level of theory is ωB97M-V with the def2-TZVPD basis set.

CARTESIAN COORDINATES (ANGSTROEM)
O1 0.52586 1.41668 -0.33424
N1 2.63749 0.55662 0.03921
C1 1.38512 0.39727 -0.04525
C2 0.85833 -1.01706 -0.02783
C3 -0.62196 -1.17359 0.33761
C4 -1.44692 -0.06591 -0.31054
C5 -0.85101 1.28849 0.04182
H1 1.49525 -1.57681 0.65879
H2 -2.48784 -0.09306 0.03579
H3 -1.36471 2.10103 -0.47929
H4 -1.45651 -0.19203 -1.39976
H5 1.08654 -1.36981 -1.03329
H6 -0.93266 1.47090 1.12287
H7 -0.73325 -1.11212 1.42952
H8 2.88715 1.53486 -0.07662
H9 -0.98089 -2.16546 0.04121

Results
E_HOMO ... -9.814 eV
Spin multiplicity ... 1
ΔE to the lowest compared entry with this formula, charge and spin ... 19.96 kcal/mol
Lowest unoccupied orbital energy ... 0.92 eV
SMILES ... [H]/N=C1/CCCCO1
HOMO-LUMO gap ... 10.733 eV
Net charge ... 0

Charges in e, computed with natural (NBO), in the same order as the atoms: -0.52, -0.69, 0.57, -0.49, -0.40, -0.43, -0.06, 0.24, 0.22, 0.20, 0.21, 0.23, 0.17, 0.20, 0.34, 0.22



No. 4
This record from the Open Molecules 2025 dataset describes a molecular structure, C5H9NO in a non-equilibrium geometry. The level of theory is ωB97M-V with the def2-TZVPD basis set.

CARTESIAN COORDINATES (ANGSTROEM)
O1 -0.00837 -1.63508 -1.62923
N1 -1.40486 0.24145 -1.11961
C1 1.55910 0.84067 0.13409
C2 0.21127 0.20804 0.23109
C3 -0.38768 -0.64459 -0.79291
C4 -1.09410 1.02540 0.09797
C5 -0.00306 -1.08214 0.97344
H1 2.32513 0.07428 -0.03366
H2 -0.77482 -1.13545 1.73680
H3 0.95527 -1.47053 1.37796
H4 0.33876 -2.22499 -0.94355
H5 -2.33492 -0.00631 -1.44512
H6 1.78411 1.35706 1.06911
H7 -1.80678 0.82940 0.90679
H8 -0.96872 2.09728 -0.06556
H9 1.59208 1.54774 -0.70060

Results
E_HOMO ... -7.491 eV
Spin multiplicity ... 1
ΔE to the lowest compared entry with this formula, charge and spin ... 95.75 kcal/mol
Lowest unoccupied orbital energy ... 0.98 eV
HOMO-LUMO gap ... 8.475 eV
Net charge ... 0

Charges in e, computed with natural (NBO), in the same order as the atoms: -0.68, -0.60, -0.60, -0.14, 0.55, -0.19, -0.67, 0.22, 0.20, 0.22, 0.51, 0.38, 0.21, 0.19, 0.19, 0.21